# 1
{"formula": "C37H103N19O17", "method": "ωB97M-V/def2-TZVPD", "elements": ["C", "O", "N", "N", "H", "H", "H", "H", "C", "O", "N", "N", "H", "H", "H", "H", "C", "O", "N", "N", "H", "H", "H", "H", "C", "O", "N", "N", "H", "H", "H", "H", "C", "O", "N", "N", "H", "H", "H", "H", "C", "O", "N", "N", "H", "H", "H", "H", "C", "O", "N", "N", "H", "H", "H", "H", "C", "O", "C", "C", "N", "C", "C", "O", "C", "H", "H", "H", "H", "H", "H", "H", "H", "H", "H", "H", "H", "H", "H", "H", "C", "O", "C", "C", "N", "C", "C", "O", "C", "H", "H", "H", "H", "H", "H", "H", "H", "H", "H", "H", "H", "H", "H", "H", "C", "O", "C", "C", "N", "C", "C", "O", "C", "H", "H", "H", "H", "H", "H", "H", "H", "H", "H", "H", "H", "H", "H", "H", "C", "O", "C", "C", "N", "C", "C", "O", "C", "H", "H", "H", "H", "H", "H", "H", "H", "H", "H", "H", "H", "H", "H", "H", "C", "O", "C", "C", "N", "C", "C", "O", "C", "H", "H", "H", "H", "H", "H", "H", "H", "H", "H", "H", "H", "H", "H", "H"], "positions_angstrom": [[2.1412, -1.5963, -3.6354], [1.6439, -1.8829, -4.7042], [2.7579, -0.4223, -3.2701], [2.0217, -2.4224, -2.4878], [3.0743, 0.1955, -3.9955], [3.1880, -0.2755, -2.4384], [1.4713, -3.2683, -2.5981], [2.1347, -2.0854, -1.5791], [2.8891, 1.8449, 2.5998], [2.5595, 1.7260, 1.4438], [3.3284, 0.8348, 3.3611], [2.8067, 3.1401, 3.2197], [3.6334, 0.0466, 2.8241], [3.9956, 1.0896, 4.1042], [2.1753, 3.7000, 2.6878], [2.7175, 3.1397, 4.2763], [-4.0265, 2.2255, -2.5478], [-4.0167, 2.8426, -3.6425], [-2.9070, 1.6528, -2.0525], [-5.2074, 2.0798, -1.7721], [-3.0542, 0.8388, -1.4467], [-2.1059, 1.5919, -2.6265], [-5.3398, 1.1368, -1.3520], [-5.9544, 2.4262, -2.3237], [-0.8968, 0.5474, -4.9137], [-0.4530, 0.6985, -3.7742], [-0.4048, -0.3331, -5.8274], [-1.9947, 1.2526, -5.4560], [0.3295, -1.0436, -5.5514], [-0.6140, -0.1961, -6.7798], [-2.6894, 0.7177, -5.8057], [-2.4264, 1.9221, -4.8469], [-4.6061, -1.2371, -1.7333], [-5.7094, -0.8815, -2.0988], [-4.0859, -1.0049, -0.5125], [-3.7155, -1.7890, -2.5022], [-4.7640, -0.6650, 0.2408], [-3.1462, -1.3750, -0.2721], [-2.8207, -1.9778, -2.0936], [-3.6765, -1.8153, -3.5053], [-0.2065, -0.1674, 0.2139], [-1.2884, -0.6349, -0.1191], [0.3022, -0.2982, 1.4658], [0.6721, 0.5099, -0.5624], [1.0812, 0.2956, 1.7901], [-0.3379, -0.5892, 2.1476], [0.5060, 0.6621, -1.5540], [1.6354, 0.5963, -0.1866], [-2.8761, 2.2024, 2.2890], [-1.8139, 1.8973, 2.7442], [-3.0418, 2.2004, 0.9345], [-3.9842, 2.1914, 3.0387], [-3.9031, 2.3921, 0.4416], [-2.3328, 2.4499, 0.3174], [-3.9146, 2.1801, 4.0275], [-4.8627, 2.1637, 2.6053], [-8.1527, -7.7781, -2.3458], [-7.1482, -7.0558, -1.7314], [-7.3229, -5.6486, -1.8106], [-6.1334, -4.8753, -1.3277], [-6.0418, -4.9712, 0.1416], [-4.9730, -4.1305, 0.6184], [-3.5463, -4.4002, 0.1901], [-2.7144, -3.4063, 0.8239], [-1.3236, -3.6443, 0.6609], [-8.3410, -7.5219, -3.3914], [-9.1486, -7.6419, -1.8676], [-7.8744, -8.8204, -2.3011], [-8.1631, -5.2694, -1.2310], [-7.5027, -5.4278, -2.8701], [-6.2826, -3.8134, -1.5817], [-5.2730, -5.2553, -1.7380], [-5.9108, -5.9455, 0.3851], [-4.9083, -4.2525, 1.6614], [-5.1280, -3.0491, 0.3502], [-3.4216, -4.2457, -0.9547], [-3.2065, -5.3793, 0.5606], [-0.7838, -2.8675, 1.2159], [-0.9847, -3.3535, -0.3705], [-1.0192, -4.6358, 0.9331], [2.0846, 2.1288, -5.0945], [3.0629, 2.3429, -4.0504], [2.4689, 2.8658, -2.8780], [3.3874, 3.0896, -1.7026], [3.8293, 1.9039, -1.0900], [5.2151, 1.6739, -1.2820], [6.1898, 2.5434, -0.4810], [5.8679, 2.2077, 0.9519], [6.5025, 3.0167, 1.8354], [2.1001, 2.8442, -5.9500], [1.0979, 2.1973, -4.6644], [2.2338, 1.1362, -5.5608], [1.6938, 2.2029, -2.4687], [1.8793, 3.7972, -3.1085], [2.7131, 3.5397, -1.0181], [4.2222, 3.8031, -1.9417], [3.4852, 1.7507, -0.1461], [5.4391, 1.8657, -2.3558], [5.5020, 0.5869, -1.0163], [5.9963, 3.6100, -0.6840], [7.2449, 2.2040, -0.6628], [6.2538, 2.6979, 2.8389], [6.1089, 4.0491, 1.7959], [7.5871, 3.0899, 1.6930], [-5.1053, -1.6820, 4.7539], [-3.9324, -0.8833, 4.6766], [-2.9443, -1.1624, 3.6634], [-1.8897, -2.0746, 4.2915], [-1.2703, -1.4719, 5.4272], [-0.2446, -2.4049, 6.0054], [-0.7083, -3.5089, 6.8395], [-1.2418, -2.9496, 8.0700], [-1.6129, -3.9330, 9.0227], [-5.7137, -1.3436, 5.6369], [-4.8513, -2.7232, 4.8959], [-5.6596, -1.4998, 3.7959], [-2.5225, -0.2476, 3.3595], [-3.5109, -1.6782, 2.8200], [-1.1352, -2.3646, 3.5572], [-2.3553, -3.0314, 4.5238], [-1.8827, -1.0826, 6.1374], [0.3884, -1.7513, 6.6386], [0.4124, -2.8087, 5.2637], [0.1042, -4.2600, 7.0115], [-1.5800, -4.0717, 6.3130], [-2.3865, -3.4837, 9.6246], [-0.8369, -4.1970, 9.7674], [-1.9752, -4.7753, 8.4296], [3.1277, -2.8960, 1.8889], [3.9374, -2.0491, 2.6002], [5.3326, -2.1474, 2.2997], [5.7124, -1.0115, 1.4103], [6.9696, -1.1001, 0.7636], [6.9296, -1.8337, -0.5205], [8.1856, -1.5162, -1.3837], [8.0851, -0.2027, -1.8699], [9.2677, 0.3515, -2.5183], [3.2527, -2.8062, 0.7739], [2.0512, -2.7772, 2.0540], [3.3244, -3.9496, 2.0463], [5.4976, -3.0487, 1.7968], [5.8855, -2.2181, 3.2304], [5.6136, -0.0729, 1.9841], [4.9032, -0.8518, 0.7017], [7.1757, -0.1572, 0.4494], [6.0368, -1.4912, -1.0685], [6.8848, -2.9185, -0.2513], [8.2011, -2.1241, -2.3058], [9.1156, -1.5772, -0.7331], [8.8362, 1.0044, -3.3120], [9.8920, -0.4016, -2.9138], [9.8568, 1.0399, -1.8989], [-2.6017, 6.8316, -3.8152], [-1.1913, 7.0627, -3.5771], [-0.4567, 5.9256, -4.0076], [-0.5565, 4.7398, -3.0183], [0.1367, 4.8929, -1.7615], [-0.4022, 3.9552, -0.7755], [0.1625, 4.1852, 0.6410], [-0.0248, 5.5431, 1.0327], [-1.3283, 5.8225, 1.4875], [-2.8948, 6.9158, -4.9017], [-3.0562, 7.5259, -3.1166], [-2.7747, 5.7817, -3.4808], [0.5661, 6.2022, -4.0380], [-0.6803, 5.5057, -5.0272], [-0.2009, 3.8122, -3.5807], [-1.6347, 4.5659, -2.8604], [-0.0330, 5.8071, -1.3596], [-0.0148, 2.9537, -0.9832], [-1.5033, 3.9261, -0.7141], [1.3005, 3.9585, 0.6753], [-0.2518, 3.5141, 1.4100], [-1.5263, 5.0454, 2.2314], [-1.9872, 5.6970, 0.6016], [-1.4154, 6.7865, 2.0049]], "mulliken_charge": [0.366, -0.812, 0.172, -0.273, 0.224, -0.162, 0.223, 0.088, 0.115, 0.128, -0.326, -0.485, -0.177, 0.307, 0.323, 0.247, 0.185, -0.714, 1.935, -0.376, -0.342, -0.722, 0.139, 0.331, 0.010, -0.211, -0.263, -0.479, 0.388, 0.177, 0.270, 0.002, 0.364, -0.753, 0.781, -0.057, 0.191, -0.919, 0.046, 0.261, -0.271, -0.363, 0.911, 1.782, -0.377, -0.311, -0.706, -1.065, 0.442, -0.581, 0.247, -0.263, 0.224, -0.536, 0.246, 0.110, -0.747, -0.287, -0.907, -0.185, -0.275, -0.976, -0.347, 0.235, -0.536, 0.304, 0.295, 0.253, 0.337, 0.425, 0.168, 0.432, 0.291, 0.450, 0.117, 0.222, 0.421, -0.368, 0.276, 0.476, -0.627, -0.614, 0.773, -1.414, 2.307, -0.166, -1.054, 0.116, -1.064, 0.373, -0.070, 0.349, -0.188, 0.312, 0.025, 0.422, -1.115, 0.564, -0.631, 0.478, 0.339, 0.229, 0.308, 0.332, -0.642, -0.520, 0.939, -0.485, -0.307, -0.796, -0.276, -0.326, -0.697, 0.252, 0.260, 0.263, -0.295, -0.048, -0.035, 0.324, 0.352, 0.361, 0.295, 0.353, 0.248, 0.239, 0.225, 0.334, -0.482, -0.365, -1.121, 0.613, -0.502, -0.063, -0.753, -0.201, -0.935, 0.202, -0.085, 0.475, 0.561, 0.292, 0.058, -0.198, 0.323, 0.012, 0.334, 0.443, 0.384, 0.243, 0.450, 0.278, -0.348, -0.378, -0.851, 1.297, -0.228, 0.205, 1.301, -0.551, -0.386, 0.264, 0.255, 0.100, 0.458, 0.326, -1.076, -0.009, 0.475, -0.667, 0.448, -0.974, -0.013, 0.141, 0.162, 0.311], "e_lumo_ha": 0.017, "homo_lumo_gap_ev": 8.86, "charge": 0, "smiles": "COCCNCCOC.COCCNCCOC.COCCNCCOC.COCCNCCOC.COCCNCCOC.NC(N)=O.NC(N)=O.NC(N)=O.NC(N)=O.NC(N)=O.NC(N)=O.NC(N)=O"}



# 2
{"formula": "C5H36NO11", "method": "ωB97M-V/def2-TZVPD", "elements": ["C", "C", "C", "C", "C", "N", "H", "H", "H", "H", "H", "H", "H", "H", "H", "H", "H", "H", "H", "H", "H", "H", "O", "H", "H", "O", "H", "H", "O", "H", "H", "O", "H", "H", "O", "H", "H", "O", "H", "H", "O", "H", "H", "O", "H", "H", "O", "H", "H", "O", "H", "H", "O"], "positions_angstrom": [[0.1624, 0.6246, -1.0298], [0.9004, -0.6186, -0.5417], [2.2383, -0.4767, 0.2189], [3.3969, -0.5845, -0.7836], [2.3702, 0.9048, 0.8714], [-0.0517, -1.2520, 0.4996], [-0.6192, 0.3114, -1.7201], [0.8668, 1.2928, -1.5103], [-0.3140, 1.1044, -0.1861], [0.9664, -1.3656, -1.3315], [2.3382, -1.2424, 0.9882], [3.8363, -1.5644, -0.9135], [4.2044, 0.0650, -0.4451], [3.1219, -0.2230, -1.7773], [3.2562, 1.1998, 1.4188], [1.4763, 1.0380, 1.4939], [2.2119, 1.6770, 0.1108], [-0.3672, -0.4815, 1.0944], [0.3847, -1.9827, 1.0648], [-0.8683, -1.6751, 0.0267], [-1.7860, 0.9325, 1.9236], [-1.1044, 1.1599, 3.2747], [-0.9988, 0.6821, 2.4471], [-1.4277, 4.1616, 0.3861], [-2.6239, 4.5130, -0.5424], [-2.2950, 3.8695, 0.0897], [-2.2605, -3.2435, -1.6614], [-1.9743, -3.4863, -0.1503], [-1.6476, -3.0104, -0.9228], [-0.2861, 3.7200, -2.4245], [1.2029, 3.9513, -2.5319], [0.5102, 3.8400, -1.8905], [1.2839, -4.2606, 2.0606], [1.6168, -2.9926, 2.9940], [1.0794, -3.3497, 2.2651], [-4.3118, 1.4783, 1.6426], [-3.1379, 2.1952, 0.9855], [-3.3919, 1.3538, 1.3958], [-2.8538, -0.6529, -5.1743], [-3.7295, -1.6972, -4.4738], [-2.8881, -1.2422, -4.4166], [2.2416, -0.5621, 4.1250], [0.9683, -1.1532, 3.4155], [1.6941, -1.3612, 4.0042], [3.5588, -0.1017, 5.6414], [2.8006, 1.1732, 5.1775], [3.4815, 0.5389, 4.9357], [-1.8059, -4.4544, -3.7289], [-2.3202, -2.8477, -3.8515], [-2.2839, -3.6994, -3.3986], [-2.1543, 3.0811, -3.6633], [-2.6784, 2.3630, -2.4056], [-1.9890, 2.3504, -3.0761]], "mulliken_charge": [-1.550, 0.088, 0.854, -1.525, -1.530, 0.071, 0.549, 0.303, 0.369, 0.371, 0.244, 0.392, 0.371, 0.356, 0.428, 0.295, 0.405, 0.101, 0.142, 0.562, 0.225, 0.306, -0.606, 0.294, 0.290, -0.617, 0.321, 0.304, -0.677, 0.306, 0.280, -0.584, 0.266, 0.333, -0.638, 0.305, 0.343, -0.672, 0.310, 0.328, -0.689, 0.403, 0.334, -0.756, 0.329, 0.342, -0.710, 0.302, 0.447, -0.702, 0.307, 0.309, -0.627], "e_lumo_ha": -0.082, "homo_lumo_gap_ev": 11.57, "charge": 1}



# 3
{"formula": "C2H2NOS", "method": "ωB97M-V/def2-TZVPD", "elements": ["C", "C", "N", "O", "S", "H", "H"], "positions_angstrom": [[1.1759, 0.1881, 0.9665], [-0.2372, 0.0820, -0.9803], [0.7520, 0.2282, -0.1254], [-1.4158, -0.3022, -0.5692], [-1.9344, -0.6611, 0.8819], [1.7478, 0.2053, 1.8602], [-0.0883, 0.2598, -2.0337]], "mulliken_charge": [0.175, 0.189, -0.088, -0.163, 0.072, 0.427, 0.387], "e_lumo_ha": [-0.275, -0.275], "homo_lumo_gap_ev": [6.81, 6.81], "charge": 1}



# 4
{"formula": "C22H62N4O7", "method": "ωB97M-V/def2-TZVPD", "elements": ["C", "C", "O", "H", "H", "H", "H", "H", "H", "C", "C", "O", "H", "H", "H", "H", "H", "H", "C", "C", "O", "H", "H", "H", "H", "H", "H", "C", "C", "C", "O", "C", "N", "H", "H", "H", "H", "H", "H", "H", "H", "H", "H", "H", "C", "C", "C", "O", "C", "N", "H", "H", "H", "H", "H", "H", "H", "H", "H", "H", "H", "C", "C", "C", "O", "C", "N", "H", "H", "H", "H", "H", "H", "H", "H", "H", "H", "H", "C", "C", "C", "O", "C", "N", "H", "H", "H", "H", "H", "H", "H", "H", "H", "H", "H"], "positions_angstrom": [[-0.0159, -1.0157, 0.5092], [-1.3430, -1.0999, -0.2465], [-1.7050, 0.1906, -0.7927], [-0.2166, -0.5683, 1.4641], [0.7126, -0.5078, -0.1166], [0.4444, -1.9676, 0.6171], [-2.1609, -1.3480, 0.5069], [-1.2926, -1.8202, -1.0533], [-1.0755, 0.8555, -0.4399], [5.0536, 2.1117, 1.6275], [4.9961, 1.0609, 0.5810], [6.1038, 1.2261, -0.3483], [4.7586, 3.0272, 1.1442], [6.0612, 2.1519, 1.9888], [4.3955, 1.8731, 2.4778], [3.9982, 1.0289, 0.1124], [5.2281, 0.1140, 1.0974], [5.7252, 1.6156, -1.1600], [3.1017, -0.5259, -4.1601], [3.6136, -0.0637, -2.8016], [3.9065, 1.3659, -2.6365], [2.0974, -0.0931, -4.3763], [2.9885, -1.6516, -4.1645], [3.8177, -0.2225, -5.0106], [4.5356, -0.6121, -2.5045], [2.8650, -0.2860, -2.0255], [3.3421, 1.8578, -3.2018], [-1.3837, 1.0450, -5.2823], [-2.6550, 0.7060, -4.4914], [-2.4622, -0.6951, -3.9217], [-3.5182, -1.0019, -3.0476], [-3.6053, -2.4096, -2.7675], [-2.9218, 1.6313, -3.4300], [-1.0469, 0.2064, -5.8865], [-0.5606, 1.2255, -4.6296], [-1.5695, 1.9909, -5.7769], [-3.5371, 0.6045, -5.1947], [-1.5309, -0.7391, -3.4225], [-2.4539, -1.4246, -4.7214], [-2.8519, -2.7890, -2.0770], [-3.6913, -2.9207, -3.7689], [-4.5691, -2.4873, -2.2392], [-2.7949, 1.1399, -2.5604], [-3.8988, 1.8594, -3.3553], [1.0610, -5.5068, 3.7061], [-0.0272, -4.4978, 3.7645], [0.4429, -3.0916, 3.7768], [0.5826, -2.6526, 5.1181], [1.2190, -1.3747, 5.1133], [-0.7832, -4.7765, 2.6037], [1.5529, -5.2607, 2.8027], [0.6527, -6.4829, 3.5726], [1.7688, -5.4386, 4.5001], [-0.5888, -4.5614, 4.7199], [-0.2091, -2.4473, 3.2334], [1.4170, -2.9615, 3.3247], [2.2765, -1.5415, 4.9241], [1.0172, -0.9554, 6.0620], [0.9278, -0.6744, 4.3008], [-1.3000, -5.6350, 2.6849], [-1.5092, -4.0771, 2.4175], [-4.3589, -1.4547, 2.9640], [-2.9889, -0.9677, 3.2909], [-2.6791, 0.3975, 2.7516], [-1.2854, 0.6534, 3.0324], [-0.8119, 2.0072, 2.8610], [-2.8764, -0.8815, 4.8189], [-4.6265, -1.5410, 1.9534], [-5.1013, -0.8427, 3.5518], [-4.4509, -2.4781, 3.3211], [-2.1987, -1.6332, 2.8517], [-3.4312, 1.1589, 3.2129], [-2.6263, 0.3773, 1.6543], [0.2563, 1.9304, 2.7060], [-1.0854, 2.6417, 3.7056], [-1.2216, 2.4234, 1.9736], [-2.9221, -1.8574, 5.0857], [-1.9531, -0.5273, 5.0045], [-0.3330, 5.0587, -2.0110], [0.7336, 4.0419, -2.3477], [0.2396, 2.6598, -2.0513], [0.2230, 2.2385, -0.6948], [1.5624, 2.1238, -0.1526], [1.1590, 4.0100, -3.6935], [-1.2696, 4.7118, -2.4016], [-0.0870, 6.0524, -2.4461], [-0.3876, 5.0967, -0.9221], [1.6442, 4.3354, -1.7426], [0.7919, 1.9516, -2.6275], [-0.7879, 2.5342, -2.4150], [1.5721, 2.6291, 0.8384], [2.2487, 2.6400, -0.8238], [1.8798, 1.0847, -0.0699], [0.3389, 3.7514, -4.2357], [1.4476, 4.9714, -4.0827]], "mulliken_charge": [-0.309, 0.053, -0.412, -0.266, -0.285, 0.610, -0.068, 0.277, 0.218, -1.181, 0.602, -0.581, 0.277, 0.368, 0.282, -0.395, 0.297, 0.353, -0.977, 0.337, -0.554, 0.112, 0.358, 0.295, 0.388, -0.220, 0.255, -1.055, 0.446, -0.987, -0.306, -0.624, -0.405, 0.414, -0.051, 0.342, 0.342, 0.202, 0.710, 0.220, 0.345, 0.222, 0.001, 0.321, -1.705, 0.531, 0.665, -0.442, -0.707, -0.666, 0.467, 0.400, 0.360, 0.214, -0.740, 0.372, 0.390, 0.296, 0.153, 0.289, 0.168, -1.658, 1.947, -0.407, -0.076, -0.936, -0.757, 0.390, 0.363, 0.418, -1.015, 0.381, -0.055, 0.122, 0.378, 0.381, 0.342, 0.301, -1.588, 0.710, -0.499, -0.196, -0.733, -0.607, 0.294, 0.423, 0.327, 0.240, 0.044, 0.214, 0.123, 0.624, -0.040, 0.207, 0.316], "e_lumo_ha": 0.023, "homo_lumo_gap_ev": 9.84, "charge": 0, "smiles": "COC[C@H](C)N.COC[C@H](C)N.COC[C@H](C)N.COC[C@H](C)N.CCO.CCO.CCO"}



Result set for ΔE to the lowest compared entry with this formula, charge and spin: 0.0000, 0.0000, 3.6247, 1.9482 eV, one per record in the order listed.